ORCA calculation (wB97M-V/def2-TZVPD) on C9H12N2O2 in the gas phase.

Each atom is followed by the atoms it is bonded to, with distances in Å.
Atoms and positions in Å:
1 C -2.14 0.92 0.02  C3 1.608, N10 1.412, O12 1.223
2 C 2.59 0.44 0.35  C4 1.546, N11 1.352, O13 1.216
3 C -2.65 -0.43 0.74  C1 1.608, C5 1.676, H14 1.064, H15 1.067
4 C 2.09 -1.02 0.27  C2 1.546, C6 1.619, H16 1.057, H17 1.109
5 C -1.23 -1.32 0.65  C3 1.676, C9 1.487, H18 1.015, H19 1.144
6 C 0.91 -0.95 -0.84  C4 1.619, C9 1.476, H20 1.146, H21 1.092
7 C -0.08 1.87 -0.91  C8 1.628, N10 1.431, H22 1.069, H23 1.073
8 C 1.01 2.41 0.18  C7 1.628, N11 1.439, H24 1.111, H25 1.078
9 C -0.34 -0.49 -0.21  C5 1.487, C6 1.476, N10 1.332
10 N -0.82 0.74 -0.44  C1 1.412, C7 1.431, C9 1.332
11 N 1.60 1.25 0.79  C2 1.352, C8 1.439
12 O -2.65 2.03 0.06  C1 1.223
13 O 3.78 0.67 0.22  C2 1.216
14 H -2.75 -0.15 1.76  C3 1.064
15 H -3.49 -0.92 0.32  C3 1.067
16 H 2.80 -1.62 -0.24  C4 1.057
17 H 1.91 -1.52 1.24  C4 1.109
18 H -0.75 -1.55 1.51  C5 1.015
19 H -1.51 -2.26 0.07  C5 1.144
20 H 1.45 -0.36 -1.66  C6 1.146
21 H 0.69 -1.92 -1.28  C6 1.092
22 H -0.81 2.58 -1.22  C7 1.069
23 H 0.47 1.45 -1.73  C7 1.073
24 H 1.81 2.92 -0.40  C8 1.111
25 H 0.45 2.94 0.93  C8 1.078

## Properties
Max |F|, eV/Å: 6.0
Multiplicity: 1
Gap between HOMO and LUMO (spin up / spin down), Ha: 0.2357 / 0.2358
Relative energy (zero: lowest compared OMol25 entry of this formula, charge and spin), kcal per mole: 64.32
Net charge: 0
E, eV: -16599.5267